{"formula": "C10H13O2", "method": "wB97M-V/def2-TZVPD", "spin_multiplicity": 2, "charge": -2, "homo_energy_ev": [3.42, -0.88], "e_above_lowest_kj_mol": 61.7, "symbols": ["C", "C", "C", "O", "O", "H", "H", "H", "H", "H", "C", "C", "C", "C", "C", "C", "C", "H", "H", "H", "H", "H", "H", "H", "H"], "xyz": [[1.87, 1.88, -0.55], [2.49, 2.80, -1.61], [3.04, 1.25, 0.30], [4.04, 0.95, -0.40], [2.78, 0.94, 1.48], [1.35, 2.56, 0.15], [1.23, 1.08, -0.89], [2.71, 2.42, -2.60], [3.42, 3.26, -1.25], [1.76, 3.62, -1.76], [-0.88, -3.12, -0.67], [-0.52, -0.85, 0.46], [-1.39, -1.84, -0.03], [-1.04, 0.05, 1.45], [-2.39, 0.13, 1.72], [-2.75, -1.81, 0.26], [-3.28, -0.77, 1.09], [0.52, -0.75, 0.22], [-0.33, 0.74, 1.90], [-0.01, -2.89, -1.30], [-1.63, -3.54, -1.34], [-2.70, 1.02, 2.28], [-3.35, -2.67, -0.03], [-4.35, -0.55, 1.08], [-0.58, -3.90, 0.05]]}